The following is a quantum chemistry calculation of a cluster of 8 separate species, C48H47N10O14 in total in a non-equilibrium geometry, from the Open Molecules 2025 dataset.

Each line ends with the Löwdin charge.
Element x y z (Å)
C1 1.54754 -1.48316 -0.18529  0.0063
C2 1.54637 -2.38647 -1.25508  -0.1005
C3 0.36618 -3.41208 -1.56137  -0.2759
C4 0.09099 -4.26235 -0.24572  -0.1181
C5 -1.43059 -4.31502 0.20527  -0.1533
N1 -2.20295 -3.05180 -0.01484  0.0902
C6 -1.64440 -2.21295 -1.04144  -0.2032
N2 -1.94035 -0.88150 -0.95291  0.1604
N3 -0.85495 -2.75933 -2.13877  0.0944
H1 2.47114 -1.22039 0.40031  0.0880
H2 0.58706 -0.98440 0.12729  0.0548
H3 2.45825 -2.38186 -1.92114  0.1149
H4 0.74266 -4.13033 -2.36119  0.1543
H5 0.38947 -5.33877 -0.47944  0.1273
H6 0.78107 -3.95720 0.60469  0.1198
H7 -1.95631 -5.23560 -0.21883  0.1335
H8 -1.42140 -4.48938 1.33309  0.1363
H9 -3.12140 -3.36847 -0.40172  0.1369
H10 -2.81297 -0.49163 -1.33148  0.1348
H11 -1.34668 -0.21849 -0.43975  0.1217
H12 -1.40642 -3.44321 -2.70679  0.1079
C7 -0.21050 0.70687 -5.70383  -0.0662
C8 0.56973 1.85422 -5.80392  -0.0551
C9 1.27380 2.31595 -4.69819  0.0054
C10 1.19164 1.61689 -3.49760  -0.1424
C11 0.40733 0.47246 -3.38793  -0.0164
C12 -0.29527 0.01909 -4.49743  -0.0658
N4 1.95120 2.08542 -2.33676  -0.3464
O1 2.61233 3.09820 -2.46289  0.0916
O2 1.88162 1.43108 -1.30797  0.0491
H13 -0.75393 0.34607 -6.57077  0.1061
H14 0.63135 2.38711 -6.74590  0.1143
H15 1.87826 3.21037 -4.78755  0.1224
H16 0.33659 -0.07301 -2.45519  0.0701
H17 -0.90657 -0.87346 -4.42348  0.0959
C13 -5.22965 -8.09874 -2.73260  -0.0548
C14 -4.17130 -8.64260 -3.45471  -0.0539
C15 -3.20616 -7.81028 -4.00718  0.0059
C16 -3.31105 -6.43410 -3.82544  -0.1434
C17 -4.36838 -5.88269 -3.11382  -0.0059
C18 -5.33067 -6.72084 -2.56536  -0.0551
N5 -2.28719 -5.54889 -4.37921  -0.3274
O3 -1.38359 -6.05298 -5.01371  0.1080
O4 -2.39382 -4.34167 -4.16646  0.0227
H18 -5.97838 -8.75190 -2.29731  0.1138
H19 -4.09774 -9.71615 -3.58334  0.1145
H20 -2.38604 -8.24360 -4.56676  0.1233
H21 -4.45629 -4.81451 -2.97369  0.0733
H22 -6.15783 -6.30154 -2.00438  0.1073
C19 -1.32822 -0.60005 4.16324  -0.0613
C20 -1.38001 0.47496 5.04407  -0.0774
C21 -2.23619 1.54091 4.79022  0.0218
C22 -3.03807 1.51612 3.65288  -0.1448
C23 -2.98600 0.44830 2.76400  -0.0251
C24 -2.12614 -0.61172 3.02330  -0.0872
N6 -3.95938 2.62374 3.39289  -0.3525
O5 -3.96762 3.55164 4.17956  0.0867
O6 -4.66978 2.55180 2.40324  0.0617
H23 -0.66317 -1.43327 4.36655  0.1107
H24 -0.76288 0.47930 5.92409  0.0737
H25 -2.26898 2.37334 5.48271  0.1268
H26 -3.60498 0.42665 1.87494  0.1051
H27 -2.08014 -1.45149 2.33738  0.0766
C25 5.31609 -1.81652 -6.97170  -0.0702
C26 5.37096 -0.91769 -8.03156  -0.0614
C27 4.20538 -0.54730 -8.69091  0.0026
C28 2.98911 -1.08099 -8.27630  -0.1473
C29 2.92658 -1.98632 -7.22187  -0.0060
C30 4.09734 -2.35344 -6.56990  -0.0704
N7 1.75602 -0.67445 -8.95162  -0.3488
O7 1.84889 0.10511 -9.88168  0.0830
O8 0.70452 -1.13583 -8.54135  0.0590
H28 6.22745 -2.09934 -6.45564  0.1089
H29 6.32308 -0.50324 -8.34191  0.1112
H30 4.25986 0.15347 -9.51504  0.1215
H31 1.98254 -2.40824 -6.89870  0.1164
H32 4.06032 -3.05597 -5.74525  0.1045
C31 4.74262 4.05994 6.59974  -0.0844
C32 4.17938 3.44517 7.71332  -0.0573
C33 3.05699 2.64065 7.57034  0.0039
C34 2.50880 2.45514 6.30398  -0.1441
C35 3.06239 3.07287 5.18621  0.0033
C36 4.18354 3.87803 5.33970  -0.0499
N8 1.34213 1.58934 6.14461  -0.3121
O9 0.87073 1.07816 7.14903  0.0705
O10 0.90470 1.42100 5.01436  0.0469
H33 5.62072 4.68125 6.71357  0.0921
H34 4.61843 3.59190 8.69325  0.1134
H35 2.62676 2.16705 8.44440  0.1193
H36 2.63697 2.93588 4.19942  0.1177
H37 4.62502 4.36206 4.47658  0.1129
C37 -8.72534 -0.14793 -1.85906  -0.0462
C38 -7.68712 0.02788 -2.76882  -0.0499
C39 -6.59519 -0.82922 -2.75161  0.0025
C40 -6.55604 -1.86375 -1.81950  -0.1479
C41 -7.58762 -2.04168 -0.90106  0.0067
C42 -8.67409 -1.17762 -0.92436  -0.0481
N9 -5.42143 -2.78276 -1.81345  -0.3238
O11 -4.51902 -2.58551 -2.62367  0.0418
O12 -5.43306 -3.70265 -1.00144  0.0583
H38 -9.57931 0.52039 -1.87924  0.1172
H39 -7.73186 0.83234 -3.49349  0.1162
H40 -5.79280 -0.68297 -3.46479  0.1202
H41 -7.55981 -2.84160 -0.17098  0.1219
H42 -9.48413 -1.30773 -0.21656  0.1165
C43 7.68138 10.02253 9.12045  -0.0664
C44 6.69320 9.32045 9.80267  -0.0624
C45 5.91261 8.38814 9.13101  0.0002
C46 6.13428 8.16416 7.77544  -0.1418
C47 7.11573 8.86775 7.08424  0.0002
C48 7.88987 9.80027 7.76321  -0.0621
N10 5.33130 7.16523 7.06951  -0.3363
O13 4.46707 6.57965 7.70078  0.0696
O14 5.57345 6.97022 5.88993  0.0720
H43 8.29276 10.74585 9.64936  0.1102
H44 6.53372 9.49839 10.85981  0.1105
H45 5.14596 7.84725 9.67222  0.1194
H46 7.28881 8.70051 6.02808  0.1196
H47 8.65911 10.35205 7.23567  0.1104

Atoms 1-3, force components in eV/Å:
-0.36 -1.39 -1.73
0.07 1.42 1.38
1.89 -0.02 -0.17

Values from the calculation:
Strongest force on any atom in eV/A: 3.59
Total energy in eV: -94074.818
Lowest unoccupied orbital energy in eV: -5.24
Charge: +1
HOMO in eV: -11.08
HOMO-LUMO gap in eV: 5.836